1.
Here is a 12-piece molecular cluster, C36H101N5O12 overall from the OMol25 dataset. Energies are from ωB97M-V/def2-TZVPD.

Last column: Mulliken charge in e.
Geometry (Å):
C 6.623 16.493 11.737  -1.105
C 7.673 16.779 10.543  -0.439
O 8.923 16.208 10.918  -0.215
H 5.572 16.665 11.500  0.359
H 7.010 17.062 12.532  0.278
H 6.788 15.401 11.981  0.234
H 7.680 17.840 10.419  0.370
H 7.305 16.369 9.616  0.430
H 9.047 15.493 10.244  0.046
C 8.991 9.646 10.786  -1.493
C 10.147 10.596 10.816  1.119
O 11.308 10.039 11.499  -0.583
H 8.159 9.906 10.194  0.371
H 8.695 9.529 11.869  0.296
H 9.408 8.711 10.491  0.395
H 9.740 11.591 11.267  -0.243
H 10.532 10.806 9.787  -0.202
H 11.449 10.613 12.256  0.351
C 16.693 11.612 11.757  -0.961
C 17.275 12.964 12.108  -0.167
O 16.130 13.833 11.958  -0.249
H 16.040 11.257 12.491  0.036
H 17.540 10.848 11.703  0.413
H 16.212 11.652 10.787  -0.036
H 18.130 13.195 11.473  0.355
H 17.659 12.923 13.126  0.253
H 16.172 14.625 12.610  0.003
C 10.415 19.488 10.711  -0.694
C 10.049 19.119 12.107  -0.564
O 10.533 17.861 12.572  -0.301
H 10.009 18.941 9.862  0.184
H 11.491 19.626 10.579  -0.202
H 10.053 20.447 10.544  0.605
H 9.020 19.278 12.356  0.436
H 10.584 19.835 12.745  0.404
H 9.928 17.264 12.109  0.070
C 12.726 13.526 17.617  -1.207
C 13.971 13.261 16.926  0.526
O 14.932 14.321 17.161  -0.373
H 12.951 13.667 18.740  0.256
H 12.010 12.689 17.615  0.447
H 12.087 14.335 17.366  0.130
H 13.752 13.218 15.884  -0.463
H 14.409 12.370 17.360  0.507
H 14.377 15.093 16.900  0.224
C 17.658 12.498 21.688  -1.465
C 17.222 13.619 20.827  0.198
C 18.108 13.889 19.637  -0.372
O 18.385 12.655 18.948  -0.319
C 19.193 12.770 17.818  -0.480
N 15.844 13.302 20.439  -0.730
H 17.651 11.555 21.150  0.282
H 17.047 12.468 22.613  0.360
H 18.635 12.689 22.061  0.411
H 17.277 14.567 21.418  0.415
H 19.005 14.338 19.976  0.431
H 17.739 14.462 18.826  0.111
H 18.858 13.523 17.152  -0.069
H 19.163 11.806 17.282  0.269
H 20.218 12.974 17.994  0.377
H 15.512 14.004 19.811  0.250
H 16.102 12.518 19.768  0.366
C 13.706 10.376 8.131  -1.042
C 13.985 11.689 7.481  0.299
C 14.022 12.677 8.648  1.929
O 14.432 13.970 8.171  -0.584
C 14.501 14.934 9.172  0.136
N 15.223 11.621 6.665  -0.563
H 12.930 10.507 8.861  0.090
H 14.666 10.084 8.603  0.339
H 13.402 9.528 7.444  0.309
H 13.220 12.031 6.759  0.003
H 14.738 12.287 9.344  -1.031
H 13.000 12.647 9.092  -0.245
H 15.008 15.774 8.733  0.323
H 15.010 14.515 10.064  -0.009
H 13.503 15.349 9.329  -0.101
H 15.877 10.860 6.885  0.223
H 15.709 12.485 6.388  0.221
C 10.876 14.742 8.694  -1.293
C 9.483 14.483 8.141  0.492
C 9.518 13.333 7.173  -0.300
O 10.387 13.649 6.138  -0.316
C 10.466 12.621 5.138  -0.768
N 8.620 14.002 9.248  -0.407
H 11.641 14.490 7.960  0.517
H 10.966 14.077 9.556  -0.087
H 10.879 15.707 9.080  0.509
H 9.082 15.425 7.714  0.200
H 8.489 13.129 6.831  0.422
H 9.872 12.427 7.736  -0.029
H 11.334 12.895 4.613  0.271
H 9.547 12.604 4.552  0.298
H 10.640 11.658 5.658  0.303
H 9.149 13.215 9.728  -0.099
H 7.700 13.766 8.982  0.236
C 16.064 19.507 11.793  -1.242
C 14.658 19.318 11.371  0.381
C 14.540 19.915 9.971  -0.829
O 14.767 21.306 10.161  -0.334
C 14.601 22.103 8.972  -0.796
N 14.332 17.862 11.528  0.194
H 16.660 18.790 11.220  0.366
H 16.230 19.211 12.852  0.081
H 16.407 20.583 11.669  0.363
H 14.000 19.900 12.012  0.190
H 13.551 19.734 9.504  0.387
H 15.285 19.423 9.367  0.473
H 15.109 23.023 9.191  0.252
H 13.593 22.266 8.637  0.268
H 15.032 21.512 8.127  0.327
H 13.489 17.674 11.043  -0.127
H 15.024 17.334 11.008  0.011
C 10.732 13.502 12.769  -1.007
C 11.983 13.814 13.522  0.858
C 12.917 12.647 13.282  -0.631
O 12.584 11.472 14.020  -0.528
C 13.630 10.530 13.920  -0.793
N 12.577 15.089 13.114  0.897
H 10.870 13.224 11.720  -0.574
H 10.026 14.331 12.816  0.598
H 10.298 12.528 13.164  0.510
H 11.780 13.882 14.576  -0.271
H 13.913 12.902 13.579  0.526
H 12.841 12.482 12.179  0.219
H 13.834 10.281 12.856  0.307
H 13.283 9.622 14.403  0.417
H 14.581 10.980 14.384  0.182
H 13.429 14.982 12.625  -0.397
H 11.906 15.663 12.656  -0.336
C 13.266 18.661 14.746  -0.521
C 12.789 17.678 15.776  0.148
C 11.281 17.445 15.681  -0.687
O 13.463 16.394 15.706  0.164
H 12.737 19.591 14.937  0.616
H 12.931 18.377 13.706  -0.254
H 14.414 18.742 14.693  -0.010
H 13.011 18.079 16.769  0.400
H 10.631 18.322 15.606  0.449
H 11.126 16.755 16.530  0.250
H 11.172 16.960 14.672  -0.113
H 13.172 16.140 14.801  -0.329
C 17.566 16.736 16.052  -1.667
C 17.072 16.515 14.586  2.176
C 18.112 16.492 13.473  -1.667
O 16.505 15.159 14.542  -0.044
H 16.847 16.539 16.801  0.376
H 17.926 17.734 16.123  0.505
H 18.434 16.101 16.151  0.333
H 16.296 17.240 14.298  -0.997
H 18.833 15.699 13.655  0.375
H 18.673 17.407 13.592  0.479
H 17.646 16.436 12.511  0.362
H 15.864 15.073 15.218  -0.170

Calculated values
- ΔE to the lowest compared entry with this formula, charge and spin: 57.4 kcal/mol
- SMILES: COC[C@H](C)N.COC[C@H](C)N.COC[C@H](C)N.COC[C@H](C)N.COC[C@H](C)N.CC(C)O.CC(C)O.CCO.CCO.CCO.CCO.CCO
- Total energy: -70984.5061 eV
- E_LUMO: 0.50 eV
- Gap between HOMO and LUMO: 9.230 eV


2.
Here is C28H57AsB2CrF4GeO4PSe as an isolated structure from the OMol25 dataset. Energies are from ωB97M-V/def2-TZVPD.

Last column: Mulliken spin population.
Geometry (Å):
Cr 0.788 -0.486 -0.166  3.110
C -5.553 2.194 5.718  0.000
C -5.588 1.925 4.207  0.000
C -6.389 0.643 3.972  0.000
C -6.308 3.084 3.506  0.000
C -4.167 1.819 3.649  -0.001
C -3.221 2.794 3.986  0.001
C -1.926 2.797 3.477  0.003
C -1.604 1.782 2.604  -0.015
O -0.418 1.532 1.954  -0.007
B -0.644 0.379 1.180  -0.090
O -1.943 -0.081 1.399  -0.051
C -2.523 0.810 2.263  -0.014
C -3.806 0.800 2.764  -0.005
H -6.564 2.149 6.127  0.000
H -5.154 3.182 5.948  0.000
H -4.942 1.453 6.235  0.000
H -7.372 0.737 4.438  0.000
H -5.894 -0.228 4.406  0.000
H -6.550 0.452 2.911  0.000
H -7.322 3.193 3.897  0.000
H -6.371 2.908 2.431  0.000
H -5.779 4.025 3.661  0.000
H -3.501 3.588 4.665  0.000
H -1.213 3.563 3.747  0.000
H -4.493 0.024 2.463  0.000
F -0.063 0.246 -1.765  -0.019
B -1.465 0.846 -2.004  0.008
F -1.700 1.648 -0.907  0.005
F -1.310 1.566 -3.168  -0.001
F -2.323 -0.209 -2.102  0.000
C 3.047 2.857 0.794  -0.002
As 1.923 1.830 -0.415  0.034
C 0.880 3.268 -1.174  0.004
C 3.153 1.464 -1.878  -0.004
H 3.580 3.603 0.202  -0.002
H 3.761 2.231 1.317  -0.002
H 2.418 3.364 1.525  0.001
H 1.580 4.051 -1.466  -0.002
H 0.171 3.643 -0.438  0.002
H 0.328 2.908 -2.039  -0.001
H 3.541 2.404 -2.270  -0.002
H 2.615 0.921 -2.655  0.007
H 3.972 0.836 -1.530  -0.002
O 2.212 -1.592 -1.375  0.015
C 1.284 -2.418 -1.526  0.018
O 0.203 -2.284 -0.876  -0.026
H 1.394 -3.278 -2.201  0.007
C 3.307 0.243 -6.684  0.000
Ge 1.480 0.177 -7.383  0.000
C 1.091 1.795 -8.411  0.000
C 1.241 -1.398 -8.509  0.000
C 0.255 0.073 -5.858  0.000
Se 0.623 -1.484 -4.734  0.000
C -1.218 -2.027 -4.426  0.000
H 4.033 -0.025 -7.452  0.000
H 3.422 -0.456 -5.855  0.000
H 3.546 1.244 -6.324  0.000
H 1.737 1.853 -9.288  0.000
H 1.252 2.689 -7.810  0.000
H 0.055 1.794 -8.752  0.000
H 1.977 -1.418 -9.312  0.000
H 0.246 -1.401 -8.957  0.000
H 1.351 -2.301 -7.909  0.000
H -0.776 -0.016 -6.198  0.000
H 0.313 0.961 -5.230  0.000
H -1.649 -2.430 -5.339  0.000
H -1.791 -1.181 -4.059  0.000
H -1.205 -2.793 -3.653  0.000
C 4.164 -0.436 1.950  0.026
C 2.956 -0.769 2.830  -0.020
C 2.385 0.495 3.469  0.011
P 1.678 -1.709 1.876  0.006
C 2.480 -3.378 1.714  -0.015
C 1.489 -4.479 1.324  0.002
C 3.719 -3.400 0.799  0.000
C 0.314 -1.954 3.105  -0.002
C 0.752 -2.599 4.419  -0.001
C -0.922 -2.665 2.529  0.001
H 4.776 0.325 2.438  0.001
H 3.862 -0.052 0.973  0.009
H 4.798 -1.300 1.770  0.001
H 3.294 -1.439 3.628  -0.006
H 1.963 1.170 2.725  0.006
H 3.183 1.023 3.994  0.000
H 1.598 0.283 4.192  0.001
H 2.810 -3.583 2.739  -0.004
H 0.960 -4.257 0.399  -0.001
H 0.741 -4.653 2.092  0.000
H 2.040 -5.412 1.187  0.000
H 3.778 -4.367 0.299  0.000
H 4.638 -3.280 1.371  0.000
H 3.694 -2.638 0.022  0.002
H 0.021 -0.924 3.327  -0.001
H 1.044 -3.641 4.276  0.000
H -0.085 -2.593 5.119  0.000
H 1.581 -2.076 4.897  0.000
H -0.914 -3.720 2.797  0.001
H -1.002 -2.591 1.444  0.012
H -1.827 -2.225 2.947  0.002

Calculated values
- ΔE to the lowest compared entry with this formula, charge and spin: 0.0 kcal/mol
- Total energy: -270795.1733 eV
- E_LUMO (alpha / beta): 0.35 / 0.42 eV
- Gap between HOMO and LUMO (alpha / beta): 7.920 / 7.986 eV
- 2S+1: 4


3.
Here is a 10-piece molecular cluster, H20O10 overall from the OMol25 dataset. Energies are from ωB97M-V/def2-TZVPD.

Last column: natural (NBO) charge in e.
Geometry (Å):
O -2.431 3.329 1.445  -0.933
H -2.254 3.756 0.608  0.476
H -1.945 2.518 1.275  0.455
O 1.082 -2.294 -0.975  -0.929
H 1.688 -3.037 -1.056  0.467
H 0.296 -2.826 -1.133  0.465
O 0.680 2.603 0.768  -0.976
H 1.077 3.383 1.166  0.489
H 1.302 2.230 0.135  0.504
O 3.314 -0.884 0.659  -0.958
H 3.918 -1.230 -0.011  0.455
H 2.590 -1.524 0.520  0.493
O -1.556 2.245 -0.870  -0.996
H -0.661 2.394 -0.511  0.498
H -1.449 2.449 -1.803  0.482
O -1.682 -0.750 -2.768  -0.931
H -1.589 -1.109 -1.875  0.468
H -2.550 -0.341 -2.653  0.463
O -2.033 -2.610 1.828  -0.940
H -1.430 -2.664 1.077  0.458
H -2.714 -2.077 1.439  0.480
O -2.549 -0.274 0.637  -0.963
H -2.596 0.678 0.398  0.490
H -2.300 0.084 1.513  0.471
O 2.635 1.561 -1.617  -0.942
H 3.313 0.997 -1.231  0.476
H 3.210 1.903 -2.308  0.467
O 1.508 -3.053 1.445  -0.948
H 1.031 -2.256 1.706  0.480
H 2.095 -3.199 2.192  0.475

Calculated values
- ΔE to the lowest compared entry with this formula, charge and spin: 81.6 kcal/mol
- SMILES: O.O.O.O.O.O.O.O.O.O
- Total energy: -20799.0736 eV
- E_LUMO: 0.15 eV
- Gap between HOMO and LUMO: 11.206 eV